(1)
96
Properties=species:S:1:pos:R:3:forces:R:3:mulliken_charge:R:1 method="wB97M-V/def2-TZVPD" charge=-2 spin_multiplicity=3 orbital_gap_ev="4.7 / 5.9"
Ti -0.486887 -0.622476 0.931990 -1.56 0.61 -1.35 -1.444
S -3.016319 -0.368673 0.652509 -0.02 0.14 -0.13 -0.447
C -3.469715 -0.818313 -0.961013 0.22 0.04 0.15 1.356
C -4.835901 -1.083158 -1.194835 -0.05 -0.04 -0.15 -0.991
C -5.314216 -1.431323 -2.439530 -0.01 0.02 0.07 -0.579
C -4.439297 -1.541367 -3.515371 0.04 -0.02 -0.11 -0.932
C -3.091975 -1.297679 -3.306925 0.06 0.02 -0.01 -0.326
C -2.586510 -0.926115 -2.060787 -0.11 -0.22 -0.06 -0.679
As -0.658649 -0.565890 -1.836528 -0.78 0.34 -0.73 1.973
C -0.017468 -1.385986 -3.543389 0.37 -0.09 0.14 0.327
C -0.092481 -0.767141 -4.795242 -0.15 -0.01 0.27 -0.318
C 0.404000 -1.387752 -5.929763 0.03 -0.07 -0.18 -0.696
C 0.987687 -2.645526 -5.850623 -0.01 0.01 0.19 -0.557
C 1.099044 -3.259698 -4.609626 0.03 -0.05 -0.27 -0.641
C 0.616617 -2.626887 -3.474520 -0.10 0.06 0.31 -0.727
C -0.637635 1.249511 -2.580443 0.13 0.10 -0.15 -0.078
C 0.585330 1.786233 -2.979928 -0.03 -0.11 0.13 -0.030
C 0.661694 3.048469 -3.544212 0.01 0.04 -0.03 -1.110
C -0.496694 3.790320 -3.736895 -0.03 0.03 0.01 -0.433
C -1.719191 3.265256 -3.342528 0.06 0.09 -0.01 -0.857
C -1.786345 2.008292 -2.757193 -0.10 -0.12 0.11 0.114
H -5.507668 -1.012120 -0.348619 0.00 0.01 0.01 0.445
H -6.371627 -1.633781 -2.576260 0.00 0.02 0.02 0.321
H -4.798221 -1.815764 -4.500589 0.01 -0.02 0.01 0.379
H -2.413386 -1.404285 -4.142299 -0.03 0.01 -0.05 0.261
H -0.558876 0.205297 -4.883576 0.01 0.02 -0.02 0.516
H 0.332146 -0.886400 -6.888559 -0.03 0.00 0.01 0.379
H 1.353035 -3.141572 -6.741620 0.03 0.03 -0.01 0.348
H 1.562500 -4.236466 -4.534464 0.01 0.01 0.06 0.420
H 0.724585 -3.104280 -2.506189 0.01 -0.04 -0.05 0.249
H 1.488464 1.199110 -2.847186 0.03 0.05 -0.02 0.464
H 1.622711 3.458278 -3.833272 0.01 -0.02 0.00 0.372
H -0.444918 4.777587 -4.181238 0.00 -0.01 0.00 0.316
H -2.624730 3.843039 -3.486672 -0.01 -0.01 0.04 0.335
H -2.739463 1.616468 -2.421232 0.00 0.00 -0.05 0.348
C -1.833085 1.390915 6.095304 -0.04 0.07 0.00 -0.542
C -1.196178 0.172343 6.288866 -0.04 0.03 0.04 -0.643
C -0.858202 -0.626376 5.213808 0.11 -0.05 -0.16 -0.306
C -1.127387 -0.213494 3.898058 -0.30 0.13 0.63 0.125
C -1.740405 1.035565 3.708554 0.12 -0.29 -0.09 -0.033
C -2.099587 1.808474 4.796795 0.01 0.06 0.07 -0.943
N -0.870404 -1.034456 2.809411 -0.15 -0.46 1.01 1.560
N -0.682362 -2.316993 3.106600 0.08 -0.23 0.67 -0.941
C -0.671530 -3.152260 2.020700 -0.23 -0.29 -0.46 -0.753
C -0.570979 -4.531826 2.295107 0.01 0.08 0.02 -0.158
C -0.640955 -5.454960 1.270671 0.04 -0.05 0.02 -0.637
C -0.833836 -5.021992 -0.038953 0.03 0.01 -0.10 -1.010
C -0.912080 -3.654286 -0.307453 -0.02 -0.09 0.01 -0.093
C -0.806354 -2.674727 0.674985 -0.19 -0.91 0.22 1.531
H -2.111868 2.013074 6.938295 0.02 -0.02 0.00 0.356
H -0.962438 -0.159212 7.295138 0.02 -0.02 -0.01 0.315
H -0.363910 -1.576088 5.358030 -0.04 0.01 0.01 0.319
H -1.942112 1.370349 2.700469 -0.03 0.03 -0.07 0.357
H -2.603547 2.754292 4.633970 0.03 0.03 -0.05 0.373
H -0.438810 -4.848739 3.324418 -0.03 0.03 0.01 0.416
H -0.556097 -6.515475 1.486272 -0.02 0.00 0.02 0.299
H -0.912666 -5.744886 -0.845381 -0.02 0.01 0.00 0.420
H -1.084096 -3.354993 -1.340323 0.00 -0.05 0.03 0.577
S 2.689027 0.395177 3.775016 -0.10 -0.61 0.26 -0.426
C 2.956294 1.985531 3.484789 0.31 0.78 -0.08 0.457
N 3.181517 3.115147 3.277017 0.01 -0.15 -0.07 -0.775
C 3.996264 -2.775154 0.299355 0.11 0.10 0.07 -1.117
N 3.303680 -2.077566 1.374350 -0.29 0.07 -0.02 0.257
C 2.523363 -2.973237 2.210660 -0.01 -0.04 0.09 -0.987
C 2.635228 -0.920761 0.974493 0.49 -0.19 -0.67 -1.335
O 1.395581 -0.863371 0.943729 2.31 -0.06 0.33 1.119
N 3.428449 0.041107 0.435578 -0.34 0.09 0.47 0.480
C 2.786941 1.259805 -0.035224 0.00 -0.02 -0.14 0.443
C 4.765919 0.256115 0.968844 0.16 -0.05 -0.10 -1.345
H 3.297870 -3.360192 -0.315468 0.00 -0.01 0.03 0.215
H 4.734355 -3.453776 0.732851 -0.01 -0.02 -0.02 0.362
H 4.509449 -2.061408 -0.341089 0.03 -0.04 -0.01 0.383
H 3.205178 -3.694914 2.666251 0.02 0.02 0.01 0.381
H 1.757323 -3.512822 1.647731 0.06 0.01 -0.03 0.288
H 2.036877 -2.402796 3.000043 -0.03 -0.02 -0.03 0.167
H 1.831729 1.024572 -0.489557 -0.03 0.05 -0.01 -0.935
H 3.438563 1.732536 -0.774652 0.02 -0.02 0.01 0.344
H 2.606953 1.954705 0.787113 0.00 -0.03 0.05 -0.043
H 5.071451 -0.599306 1.561644 0.00 0.03 0.01 0.384
H 4.769916 1.139109 1.612096 -0.05 0.01 -0.01 0.388
H 5.469423 0.407153 0.143195 -0.01 0.00 0.01 0.301
C -1.603477 4.667169 0.577140 0.04 0.03 0.02 -1.758
C -0.267476 4.030409 0.988579 -0.08 0.03 0.00 2.406
C -0.021058 4.252494 2.485298 0.03 -0.09 0.00 -1.386
C 0.890549 4.661831 0.204580 0.01 -0.04 -0.02 -1.508
C -0.338563 2.587080 0.697153 0.10 0.03 -0.10 0.078
C -0.414641 1.396594 0.443457 0.01 1.23 0.09 -0.029
H -1.621360 5.734666 0.823537 0.04 -0.01 0.00 0.433
H -2.425939 4.171086 1.095579 0.00 0.02 0.00 0.312
H -1.761601 4.548892 -0.494446 -0.04 0.00 -0.09 0.235
H 0.077231 5.322668 2.697672 -0.01 0.00 -0.04 0.464
H 0.894772 3.749642 2.799607 -0.04 0.07 0.02 0.149
H -0.847895 3.856462 3.071736 -0.07 -0.05 0.06 0.046
H 0.911733 5.744545 0.367693 0.00 0.00 0.01 0.487
H 0.787771 4.467248 -0.864803 -0.01 -0.01 -0.03 0.133
H 1.837819 4.244133 0.551770 0.00 0.04 -0.02 0.267

***

(2)
98
Properties=species:S:1:pos:R:3:forces:R:3:mulliken_charge:R:1 method="wB97M-V/def2-TZVPD" charge=0 spin_multiplicity=2 orbital_gap_ev="8.2 / 5.8" e_above_lowest_kj_mol=11.48
Cu 0.907718 1.194340 -0.132795 -0.30 -0.77 -0.23 -0.133
C 5.172393 1.285921 0.066857 0.01 -0.07 -0.11 -1.581
C 4.050787 0.772662 -0.597840 0.02 0.01 0.03 -0.014
N 2.934696 1.294840 -0.111827 0.38 0.15 0.30 -0.731
N 3.306349 2.155121 0.872728 -0.05 0.15 -0.09 1.417
C 4.651017 2.162766 0.989824 -0.07 -0.09 0.04 -0.029
B 2.275786 3.053673 1.640515 0.02 -0.06 -0.10 0.200
N 1.344394 3.814460 0.639140 0.07 -0.07 0.03 1.190
C 0.995021 5.117902 0.655703 -0.02 -0.09 0.02 -0.023
C 0.123079 5.348100 -0.383445 -0.05 -0.05 -0.09 -1.400
C -0.014358 4.098803 -1.005804 0.02 -0.01 0.07 -0.098
N 0.716063 3.183355 -0.385834 -0.10 0.54 0.02 -0.703
N 1.362083 2.123041 2.534571 -0.07 0.05 0.13 0.878
C 1.194477 1.948029 3.866311 0.01 -0.02 -0.26 0.193
C 0.192975 1.026853 4.071987 -0.06 -0.05 0.03 -1.597
C -0.215902 0.668572 2.783248 -0.02 -0.02 -0.09 -0.361
N 0.487378 1.319713 1.870462 0.26 0.30 0.54 0.112
N 3.094130 4.117998 2.398162 0.00 -0.01 0.01 0.556
C 3.414153 4.362721 3.698329 -0.06 -0.01 -0.21 -0.235
C 4.308221 5.399827 3.738016 0.06 0.05 -0.02 -0.684
C 4.496589 5.740341 2.385000 0.00 0.00 -0.05 -0.565
N 3.777377 4.973861 1.587636 0.00 -0.03 0.19 -0.982
H 6.211341 1.055398 -0.108072 -0.10 0.01 0.03 0.406
H 4.007279 0.039410 -1.389711 0.00 0.01 0.05 0.351
H 5.151712 2.785007 1.713143 -0.07 0.02 -0.05 0.403
H 1.399985 5.797617 1.386313 0.00 -0.07 -0.04 0.439
H -0.335269 6.283068 -0.659703 0.03 -0.06 0.02 0.420
H -0.608799 3.818370 -1.863159 0.03 0.02 0.04 0.530
H 1.783977 2.459543 4.598220 0.02 0.07 0.02 0.251
H -0.186565 0.675365 5.017782 0.03 0.02 -0.08 0.466
H -0.978977 -0.028551 2.465839 0.04 0.03 0.03 0.480
H 2.997942 3.819062 4.519547 -0.05 -0.09 0.05 0.241
H 4.753629 5.843043 4.613331 -0.03 -0.02 -0.05 0.447
H 5.123822 6.511468 1.960334 -0.05 -0.06 0.03 0.455
C -8.411435 0.515673 -0.318655 0.02 0.00 0.00 -1.541
C -6.913079 0.641924 -0.375499 -0.03 -0.01 -0.02 0.880
C -6.214338 0.379168 -1.551684 0.01 -0.01 0.01 -1.045
C -4.835965 0.499743 -1.627678 -0.01 0.00 0.06 0.811
C -4.151267 0.187637 -2.933980 -0.01 0.04 0.10 -1.326
C -4.121113 0.907266 -0.471232 0.04 -0.08 -0.09 0.305
Se -2.251375 1.106206 -0.560979 -0.12 0.19 -0.04 -0.331
C -4.814190 1.159901 0.736835 0.00 -0.01 -0.04 0.899
C -4.138794 1.570452 2.021370 -0.02 0.00 -0.05 -1.459
C -6.196241 1.024728 0.750125 0.00 0.00 0.04 -0.781
H -8.820923 0.212327 -1.281945 0.01 0.01 0.03 0.338
H -8.868665 1.467135 -0.038370 0.01 -0.03 -0.01 0.352
H -8.713202 -0.222135 0.428276 0.02 0.02 -0.02 0.343
H -6.763713 0.069692 -2.434902 0.01 0.01 0.03 0.250
H -4.880845 -0.137714 -3.676319 0.02 0.01 0.04 0.394
H -3.403278 -0.597030 -2.811417 -0.02 0.03 -0.01 0.113
H -3.626077 1.061931 -3.320933 0.01 -0.01 0.01 0.327
H -3.065133 1.681730 1.906427 0.01 0.00 0.01 0.017
H -4.330740 0.827238 2.799191 0.00 0.01 -0.03 0.368
H -4.544936 2.521329 2.373184 -0.01 -0.03 -0.02 0.418
H -6.729773 1.224650 1.675643 0.02 0.00 -0.04 0.436
C -2.710862 -2.573204 -0.717914 0.09 -0.10 0.07 -0.654
C -1.860776 -3.613167 -0.027111 0.01 0.03 0.00 0.774
C -2.433998 -4.805594 0.405738 0.01 0.02 -0.01 -0.663
C -1.679741 -5.769629 1.061939 0.03 0.00 0.01 -0.738
C -0.332311 -5.549564 1.300497 -0.01 0.02 -0.02 -0.913
C 0.258236 -4.365254 0.872453 -0.05 -0.02 -0.08 -0.634
C -0.489743 -3.404243 0.198582 -0.23 0.18 0.09 0.515
Sb 0.416235 -1.558808 -0.428491 0.40 0.03 -0.28 0.730
C 2.389013 -2.033145 0.304468 0.04 0.04 -0.03 0.804
C 2.671509 -1.381432 1.509883 -0.02 -0.05 -0.06 -1.147
C 3.907972 -1.501121 2.127034 -0.02 -0.02 0.01 -0.520
C 4.892275 -2.269775 1.525638 -0.01 0.04 0.00 -0.881
C 4.618089 -2.932477 0.338911 -0.01 0.00 0.00 -0.808
C 3.372722 -2.842438 -0.284313 -0.04 -0.01 0.04 0.906
C 3.132641 -3.647452 -1.536798 0.01 0.08 0.03 -1.175
C 0.449725 -2.021992 -2.543068 -0.02 -0.10 0.04 1.262
C 0.085218 -3.302359 -2.963653 0.00 0.08 0.00 -0.198
C 0.051427 -3.642229 -4.307947 0.00 0.03 0.00 -0.793
C 0.390540 -2.690953 -5.258194 0.00 0.00 0.02 -0.836
C 0.735316 -1.410799 -4.853582 -0.01 -0.01 0.00 -0.772
C 0.760109 -1.049304 -3.506044 -0.01 -0.01 0.00 0.025
C 1.108318 0.372349 -3.146538 0.03 -0.06 0.03 -0.719
H -3.747429 -2.900856 -0.803343 0.02 0.01 0.01 0.469
H -2.338786 -2.363079 -1.724867 0.01 -0.02 0.02 0.063
H -2.704554 -1.627987 -0.163986 -0.01 -0.10 -0.02 -0.113
H -3.490432 -4.978286 0.228555 0.04 0.01 0.01 0.404
H -2.148393 -6.689812 1.391370 0.02 0.04 -0.02 0.369
H 0.262189 -6.293096 1.817511 -0.02 0.02 -0.01 0.450
H 1.312530 -4.197064 1.061530 -0.03 0.00 0.01 0.459
H 1.916083 -0.752207 1.972808 0.07 -0.04 -0.05 0.303
H 4.101627 -0.985598 3.060696 -0.01 -0.01 -0.05 0.479
H 5.873335 -2.354554 1.978674 -0.04 -0.01 -0.01 0.370
H 5.386112 -3.547066 -0.118962 -0.02 0.01 0.01 0.390
H 3.940650 -4.364203 -1.688802 -0.02 0.03 0.00 0.486
H 3.066137 -3.016898 -2.426769 -0.02 -0.01 0.04 0.223
H 2.196909 -4.202775 -1.465703 -0.01 -0.01 -0.02 0.183
H -0.173907 -4.055716 -2.228323 0.01 0.00 0.00 0.290
H -0.236333 -4.642635 -4.608261 0.02 0.02 0.01 0.447
H 0.381135 -2.941617 -6.312250 0.00 0.01 0.03 0.374
H 0.991269 -0.666092 -5.599648 -0.02 -0.01 0.03 0.394
H 1.261687 0.973843 -4.042436 0.00 -0.01 0.01 0.471
H 2.020516 0.438274 -2.548369 -0.06 -0.01 0.00 -0.076
H 0.298346 0.836442 -2.573224 0.01 0.01 0.00 -0.068